Record 1
Computed, not measured: C22H29Br48ClOP2 as an isolated structure, with wB97M-V/def2-TZVPD.

XYZ file:
```
103
Properties=species:S:1:pos:R:3:forces:R:3:mulliken_charge:R:1
C -1.638462 -7.194109 4.763753 -0.355 0.324 -0.709 -0.80
C -2.095910 -6.657059 3.628785 0.338 -0.474 0.775 -0.18
C -3.220922 -5.668993 3.543976 0.251 0.244 -0.485 -0.82
P -2.715039 -4.161360 4.473909 0.130 -0.040 1.246 0.00
C -1.227139 -3.578577 3.559529 -0.121 -0.293 -0.518 -0.58
C 0.101619 -3.897504 4.266089 -0.207 0.187 0.153 -0.01
C 0.973448 -2.672640 4.550798 -0.059 -0.113 -0.203 -1.21
P -4.332577 -2.710593 4.009154 -0.436 -0.847 -0.684 0.42
O -3.487222 -1.344534 3.713303 0.218 0.489 0.189 -0.40
Cl -4.900428 -2.347838 5.942432 0.012 0.223 0.246 -0.22
H -0.821204 -7.892612 4.763603 0.179 -0.155 -0.027 0.28
H -2.078742 -6.943746 5.714434 -0.077 0.062 0.242 0.25
H -1.621557 -6.924309 2.698188 0.137 -0.067 -0.205 0.33
H -4.131412 -6.072498 3.967287 -0.256 -0.003 0.160 0.46
H -3.399214 -5.434007 2.499354 -0.237 0.030 -0.215 0.34
H -1.251361 -4.061034 2.586724 0.043 0.044 -0.347 0.26
H -1.311363 -2.512201 3.384203 0.036 0.268 0.046 0.40
H -0.127342 -4.389556 5.202518 0.013 -0.216 0.230 -0.01
H 0.644200 -4.613446 3.661957 0.160 -0.209 -0.059 0.36
H 0.425148 -1.754425 4.378611 -0.138 0.262 0.071 0.34
H 1.315948 -2.667945 5.576920 0.157 0.031 0.241 0.27
H 1.841678 -2.644994 3.903468 0.227 0.038 -0.111 0.30
H -2.938233 -1.466763 2.931963 0.048 0.160 -0.228 0.30
C -6.859775 -1.006327 1.088039 0.001 0.031 -0.101 0.68
Br -8.354410 -0.323427 0.089057 -0.068 0.062 -0.080 -0.07
Br -7.329432 -1.276168 2.924825 -0.089 0.049 0.052 0.00
Br -6.137038 -2.569238 0.237070 0.103 -0.040 0.266 0.09
H -6.091446 -0.249075 1.059660 0.050 0.044 0.027 -0.69
C -3.606336 2.159345 0.885936 0.159 -0.021 -0.032 -0.37
Br -3.342098 0.413311 0.121833 -0.173 -0.191 0.145 0.04
Br -3.321175 3.494867 -0.456820 -0.032 0.200 -0.058 0.02
Br -5.306660 2.347838 1.753968 -0.058 -0.027 -0.008 -0.03
H -2.847176 2.284640 1.642163 0.025 0.023 0.059 0.39
C -2.674555 5.314757 -4.383575 -0.018 -0.180 0.061 -0.41
Br -3.103722 3.458812 -4.638587 -0.055 -0.120 -0.055 -0.01
Br -3.837175 6.111921 -3.081161 -0.050 0.095 0.055 -0.03
Br -0.831048 5.523261 -3.905552 0.134 0.096 0.027 0.07
H -2.843334 5.815030 -5.324059 0.024 0.061 -0.044 0.35
C 0.537474 -0.978396 -1.751260 -0.163 0.015 -0.017 0.52
Br 1.168899 -2.257759 -3.033220 -0.387 -0.225 -0.204 -0.05
Br -0.666559 0.285166 -2.541199 -0.014 0.084 -0.073 -0.04
Br -0.232086 -1.852015 -0.217853 0.005 -0.041 0.060 0.04
H 1.394973 -0.425751 -1.398868 0.031 0.019 0.031 -0.55
C -6.746911 -5.263533 -3.114333 0.019 -0.003 -0.067 -0.01
Br -7.968612 -6.666621 -3.570966 -0.125 -0.070 -0.020 -0.02
Br -7.644374 -3.588428 -2.863668 -0.063 -0.021 -0.094 -0.05
Br -5.665926 -5.755228 -1.599720 0.032 0.040 0.080 -0.05
H -6.075360 -5.146255 -3.950259 0.052 -0.009 -0.048 0.06
C 2.926845 5.092205 -1.726259 -0.051 -0.103 -0.024 1.33
Br 2.858488 3.631189 -2.973152 -0.088 -0.110 -0.139 0.04
Br 2.433297 6.737889 -2.578580 0.090 0.100 -0.022 -0.04
Br 1.873768 4.779138 -0.157612 -0.107 0.020 0.037 -0.02
H 3.955336 5.150708 -1.409637 -0.067 0.150 -0.038 -1.32
C 4.532542 0.574113 -1.241999 0.175 0.020 0.026 -0.21
Br 3.866782 -1.185783 -1.618788 0.469 0.141 0.129 0.03
Br 3.475595 1.474179 0.073801 -0.090 -0.042 0.116 0.00
Br 6.391133 0.540561 -0.747458 0.123 0.033 0.019 -0.05
H 4.458312 1.149536 -2.152855 0.001 0.034 -0.061 0.26
C -8.869455 -0.998600 8.119426 0.053 0.000 0.004 -0.32
Br -9.012253 -1.433915 6.256566 -0.035 -0.037 -0.109 0.01
Br -7.267766 -1.720356 8.892349 0.056 -0.030 0.043 -0.02
Br -9.002225 0.893996 8.411689 -0.011 0.082 0.016 -0.01
H -9.704956 -1.460128 8.621228 -0.052 -0.027 0.027 0.32
C 7.244601 4.157477 1.003592 -0.054 -0.075 0.035 -0.26
Br 8.618730 5.334276 1.641054 0.064 0.063 0.039 -0.05
Br 6.242547 3.380526 2.436801 -0.044 -0.032 0.078 -0.04
Br 6.099264 5.056720 -0.251102 0.081 0.096 0.165 0.17
H 7.725407 3.351810 0.468874 0.023 -0.028 -0.073 0.22
C 7.760579 8.997549 -0.065093 -0.022 -0.051 0.081 -0.27
Br 6.262105 8.740768 -1.233900 -0.060 -0.016 -0.147 -0.02
Br 9.397754 8.358652 -0.839837 0.063 -0.026 -0.067 -0.01
Br 7.918736 10.832635 0.472845 0.029 0.088 0.008 0.00
H 7.580508 8.413300 0.825481 -0.012 -0.055 0.033 0.32
C -5.357245 -7.635415 -7.113744 0.048 -0.068 -0.008 -0.29
Br -5.494590 -5.757651 -6.733041 0.003 0.080 0.027 -0.02
Br -5.195374 -8.698878 -5.528657 0.040 0.009 0.065 0.02
Br -6.825955 -8.226755 -8.203782 -0.115 0.017 -0.039 -0.04
H -4.454688 -7.773441 -7.688858 0.043 -0.010 -0.050 0.34
C 8.307903 5.645878 -3.255293 -0.171 -0.031 0.103 0.46
Br 9.002283 4.216512 -2.180649 0.235 -0.145 -0.057 0.05
Br 9.518945 6.121494 -4.659857 0.088 0.061 -0.065 -0.02
Br 6.561490 5.217929 -3.943442 -0.131 0.015 -0.036 0.10
H 8.194768 6.505508 -2.610148 -0.012 0.046 0.024 -0.47
C -0.220296 -3.823611 8.948638 -0.050 0.064 0.034 -0.30
Br -1.720264 -3.348048 7.853823 0.023 -0.014 0.018 0.06
Br -0.723429 -4.082175 10.785163 -0.016 -0.005 0.074 -0.06
Br 0.692340 -5.368190 8.254255 0.042 -0.057 -0.065 -0.05
H 0.480869 -3.004271 8.923548 0.046 0.041 0.003 0.36
C 7.855048 14.586205 1.547446 0.006 0.054 -0.011 0.24
Br 9.483391 15.091573 0.666981 0.067 0.006 -0.040 0.00
Br 7.814872 15.194826 3.365860 -0.001 0.026 0.086 -0.01
Br 6.311494 15.170973 0.570346 -0.067 0.012 -0.046 0.00
H 7.827352 13.509634 1.573412 -0.015 -0.099 0.030 -0.30
C -5.024009 -10.785438 -10.347225 0.025 -0.012 0.004 0.37
Br -4.125458 -11.872005 -9.045738 0.040 -0.039 0.071 -0.01
Br -3.787846 -9.689668 -11.325828 0.056 0.061 -0.038 -0.01
Br -6.123564 -11.835028 -11.516119 -0.038 -0.033 -0.039 -0.02
H -5.669877 -10.116354 -9.802259 -0.077 0.021 0.011 -0.34
C 7.799586 3.795030 -7.041204 0.005 -0.008 -0.020 0.07
Br 8.522763 2.380153 -5.967644 0.035 -0.064 0.071 0.02
Br 8.914653 4.175083 -8.554966 0.044 0.020 -0.060 -0.03
Br 5.988425 3.430663 -7.560384 -0.084 -0.008 -0.013 -0.02
H 7.782252 4.681414 -6.426425 -0.005 0.046 0.016 -0.14
```
Positions in Å, forces in eV/Å.

Computed properties:
E, a.u.: -125626.32431
Orbital gap, eV: 7.20
E_HOMO, eV: -7.729


Record 2
Computed, not measured: C19H21Cl2NO5ReTe as an isolated structure, with wB97M-V/def2-TZVPD.

XYZ file:
```
50
Properties=species:S:1:pos:R:3:forces:R:3:mulliken_charge:R:1
Re -0.587034 -0.076977 1.025837 1.585 -0.532 -0.422 2.49
O 1.484254 -0.119784 0.553687 0.313 -1.490 0.667 -0.63
C 2.137252 -1.262209 1.364654 -0.466 0.461 -1.487 -0.50
C 1.664303 -0.983039 2.741775 2.098 0.533 2.046 -0.85
N 0.205381 -1.002529 2.828217 -0.542 -1.127 0.234 -0.11
C -0.318002 -0.166193 3.935978 -0.098 -0.577 2.585 -0.42
C -0.546272 1.259085 3.475082 -1.172 4.060 1.463 0.29
O -1.004211 2.226429 4.127904 1.665 -3.957 -1.605 -0.62
O -0.298821 1.413260 2.165799 0.687 1.523 0.790 -0.64
C -0.271437 -2.417388 2.835416 -0.350 -1.064 -1.458 -0.61
C -1.370006 -2.716612 1.744680 -0.723 -1.228 -0.381 0.39
O -2.254211 -3.556591 1.809176 2.661 2.578 -0.148 -0.52
O -1.102279 -1.914175 0.636452 -0.549 -1.385 0.513 -0.51
H 1.852960 0.013585 -0.352360 -0.216 0.013 0.284 0.19
H 3.211782 -1.222193 1.269311 0.272 0.464 0.008 0.56
H 1.831393 -2.216240 0.901702 -0.241 0.422 0.324 0.26
H 2.020637 0.008468 3.082226 -0.291 -0.125 -0.651 0.44
H 2.227357 -1.615234 3.513121 -1.232 0.129 -1.028 0.44
H 0.293901 -0.277240 4.895416 -0.326 0.530 -1.419 0.50
H -1.296409 -0.529369 4.329217 0.455 -0.007 -0.761 0.27
H -0.706080 -2.683096 3.749469 -0.435 -0.261 1.599 0.48
H 0.562934 -3.140813 2.645521 -0.639 0.762 0.106 0.39
Cl -2.738954 0.049701 1.779564 -3.212 -0.257 0.454 -0.07
C -3.723662 1.520012 2.585216 -0.466 1.328 0.742 -0.06
Cl -4.465509 2.758310 1.608625 0.697 -1.129 -0.045 -0.03
H -2.999805 1.950956 3.244447 0.754 0.337 -0.051 0.10
H -4.471777 1.059688 3.232486 0.026 -0.785 -0.728 0.42
Te -1.356483 0.973573 -1.225986 -0.136 0.308 -2.316 0.31
C -1.031049 -0.451488 -2.798121 -0.285 -0.088 0.183 0.28
C -1.198492 -1.804508 -2.599582 -0.676 -0.885 1.226 -0.22
C -1.050064 -2.638815 -3.710453 -0.158 0.237 1.059 -0.58
C -0.636911 -2.184015 -4.919042 0.687 -0.482 -2.305 -0.45
C -0.462919 -0.823238 -5.110013 0.024 1.113 -0.739 -0.46
C -0.713972 0.055108 -4.058436 0.794 0.036 0.122 -0.48
C 0.472278 1.881900 -1.660542 1.197 0.004 -0.499 0.77
C 0.595080 3.240796 -1.413924 -2.263 -0.046 0.164 -0.71
C 1.795085 3.856369 -1.531717 2.362 0.923 0.288 -0.52
C 2.936376 3.125312 -1.886272 -1.227 -1.275 0.046 -0.64
C 2.832631 1.772877 -2.249038 -1.556 0.797 0.758 -0.42
C 1.578451 1.137142 -2.148483 -0.042 1.235 0.616 -0.96
H -1.460576 -2.258542 -1.588395 0.266 0.763 -1.600 0.21
H -1.299215 -3.653634 -3.634842 -0.056 -1.375 0.416 0.48
H -0.411628 -2.916341 -5.760570 -0.533 1.117 1.199 0.35
H -0.176312 -0.381903 -6.096121 -0.162 -0.611 0.998 0.38
H -0.426508 1.093604 -4.167177 -0.464 0.127 -0.188 0.50
H -0.308962 3.837259 -1.166293 0.771 -0.454 0.040 0.37
H 1.912237 4.903019 -1.228827 -0.150 -0.371 -0.341 0.40
H 3.927565 3.477441 -1.828167 0.787 1.029 -0.108 0.45
H 3.733870 1.274393 -2.508602 0.388 -0.645 -0.416 0.47
H 1.411851 0.123869 -2.438000 0.178 -0.673 -0.233 0.83
```
Positions in Å, forces in eV/Å.

Computed properties:
E, a.u.: -2433.57518
Total charge: +2
Orbital gap (alpha / beta), eV: 7.48 / 6.10
E_HOMO (alpha / beta), eV: -14.820 / -14.800
⟨S²⟩: 3.769
ΔE to the lowest compared entry with this formula, charge and spin, kJ/mol: 69.4
Spin multiplicity: 4


Record 3
Computed, not measured: C42H40F5IrN3OSi2 as an isolated structure, with wB97M-V/def2-TZVPD.

XYZ file:
```
94
Properties=species:S:1:pos:R:3:forces:R:3:mulliken_charge:R:1
Ir 0.367573 0.135481 0.174429 -0.078 0.059 0.002 0.96
C 3.864484 -1.795403 0.003787 0.052 0.007 0.015 -1.06
Si 3.376333 -0.810667 1.536764 -0.028 -0.009 -0.010 1.05
C 4.459836 -1.545786 2.912030 -0.005 0.002 0.002 -1.48
C 4.070682 0.950648 1.452396 0.017 -0.004 0.009 -1.23
C 1.527999 -0.774245 1.887603 0.039 -0.031 -0.005 2.83
C 1.313148 0.472280 2.667975 -0.033 -0.007 0.013 -2.28
C 1.594614 0.759161 4.007831 0.001 -0.014 0.034 -0.65
C 1.427856 2.052278 4.468770 -0.003 0.004 -0.016 -0.83
C 0.975827 3.047489 3.607877 -0.004 -0.010 0.001 -1.11
C 0.673644 2.690823 2.306640 -0.011 0.011 0.013 -0.37
N 0.834842 1.448909 1.870283 0.013 0.002 -0.028 0.63
Si 0.979831 -2.393282 2.657001 0.006 0.014 -0.007 0.58
C 1.690449 -3.809987 1.638912 0.023 0.003 0.025 -0.80
C 1.596948 -2.631770 4.441889 -0.032 -0.020 0.004 -1.43
C -0.847749 -2.745629 2.871367 0.002 0.004 0.007 -1.07
H 4.387246 -1.159195 -0.715934 -0.019 -0.017 -0.004 0.39
H 3.008340 -2.241224 -0.497544 -0.004 -0.007 0.019 0.15
H 4.542083 -2.605133 0.286276 0.019 0.008 0.005 0.53
H 5.503183 -1.394290 2.613481 -0.001 -0.003 0.006 0.34
H 4.310970 -2.616107 3.063799 -0.011 -0.003 0.001 0.32
H 4.316722 -1.037930 3.869234 -0.002 -0.002 -0.002 0.34
H 4.922818 0.996174 0.768541 0.003 -0.005 0.002 0.51
H 4.426227 1.233836 2.447148 -0.001 0.012 -0.003 0.34
H 3.349055 1.702809 1.143999 -0.003 -0.014 -0.003 0.15
H 1.955192 -0.025660 4.659275 0.002 0.035 -0.020 0.37
H 1.655826 2.291378 5.501042 0.001 -0.002 0.000 0.44
H 0.840093 4.066647 3.941901 0.000 0.001 -0.001 0.43
H 0.274527 3.394773 1.585782 0.003 0.008 0.002 0.31
H 2.780577 -3.862384 1.690450 -0.005 -0.007 -0.017 0.22
H 1.402835 -3.721636 0.589205 -0.016 0.012 -0.016 0.13
H 1.292498 -4.756342 2.016567 0.007 -0.004 0.004 0.46
H 2.643140 -2.385229 4.612595 0.020 0.002 0.002 0.37
H 1.454737 -3.686024 4.702113 0.005 0.009 0.015 0.32
H 0.986469 -2.048898 5.138549 0.007 -0.010 -0.023 0.35
H -1.368276 -2.882175 1.927809 -0.002 0.002 -0.013 0.17
H -1.350852 -1.942071 3.412276 0.005 -0.009 -0.012 0.22
H -0.931628 -3.666050 3.460441 -0.003 -0.001 -0.001 0.53
C 3.310453 2.163297 -2.173389 -0.006 -0.012 0.002 -1.01
C 3.628283 1.223888 -3.149547 0.005 0.000 0.001 -0.88
C 2.999301 -0.001377 -3.131444 -0.007 0.000 -0.003 -0.91
C 2.075592 -0.297964 -2.127256 0.009 0.011 -0.020 0.85
N 1.836263 0.600516 -1.141206 0.015 0.024 0.021 0.62
C 2.405024 1.812009 -1.197751 0.015 0.007 0.005 -0.22
C 1.241644 -1.483453 -2.050826 -0.017 0.015 -0.008 0.59
C 1.368553 -2.579385 -2.908692 -0.012 0.019 -0.041 -0.34
C 0.475370 -3.625346 -2.819094 -0.025 -0.007 -0.005 -1.30
C -0.552908 -3.559490 -1.871524 0.011 -0.011 0.024 -0.80
C -0.667611 -2.485180 -1.012696 0.021 -0.022 0.014 -0.16
C 0.237213 -1.409744 -1.060192 0.000 -0.037 0.065 0.64
H 3.747803 3.151306 -2.167713 0.001 0.000 0.000 0.49
H 4.342322 1.459849 -3.928639 -0.002 0.001 0.000 0.42
H 3.194040 -0.733426 -3.902083 -0.008 -0.005 -0.004 0.48
H 2.095029 2.502059 -0.425997 -0.004 -0.006 -0.010 0.38
H 2.165719 -2.616336 -3.643653 0.004 0.001 0.003 0.34
H 0.562610 -4.480563 -3.477762 0.003 -0.005 0.006 0.35
H -1.271162 -4.369899 -1.806840 0.001 0.000 -0.004 0.38
H -1.467779 -2.463799 -0.287658 0.003 -0.001 -0.001 0.21
N -0.656705 1.625986 -0.766775 0.074 -0.058 -0.072 -0.57
C -1.535685 1.643522 -1.669205 -0.025 -0.035 0.073 -0.71
C -2.171615 2.959322 -2.045539 -0.026 0.011 -0.004 0.54
C -2.854387 3.134675 -3.247335 0.009 0.011 0.026 -0.32
C -3.416695 4.363509 -3.571280 0.001 -0.002 0.000 -0.89
C -3.319114 5.429438 -2.690357 -0.003 0.005 -0.015 -0.37
C -2.650532 5.259768 -1.483115 0.005 -0.016 0.008 -0.97
C -2.080250 4.038265 -1.167186 -0.018 0.046 0.009 0.03
C -2.071561 0.452096 -2.415386 0.060 0.066 -0.077 0.10
C -1.320856 -0.167156 -3.409981 0.009 0.035 -0.003 0.16
C -1.831118 -1.253075 -4.105562 0.001 0.012 -0.017 -0.55
C -3.101650 -1.730439 -3.813526 0.031 -0.028 -0.005 -0.74
C -3.865089 -1.104769 -2.838732 -0.023 -0.019 0.040 -0.67
C -3.357006 -0.009088 -2.155619 0.006 0.017 -0.025 -0.20
H -2.947374 2.302790 -3.933994 -0.002 -0.007 -0.012 0.43
H -3.938754 4.484358 -4.513033 0.000 -0.003 -0.001 0.39
H -3.767730 6.384151 -2.937017 -0.001 0.000 0.000 0.38
H -2.585260 6.081887 -0.780264 0.003 0.003 -0.003 0.38
H -1.559942 3.885154 -0.230634 0.000 -0.017 -0.012 0.31
H -0.325055 0.203969 -3.628416 -0.057 -0.018 0.005 0.50
H -1.227331 -1.741474 -4.860461 0.001 0.007 0.000 0.38
H -3.492042 -2.593707 -4.338753 -0.005 0.009 -0.012 0.36
H -4.858149 -1.470727 -2.606120 -0.001 0.002 0.004 0.41
H -3.962221 0.502268 -1.416387 0.000 0.001 -0.007 0.86
F -6.531491 1.339662 1.050378 0.015 -0.009 0.010 -0.37
C -5.253735 0.922086 1.110981 -0.042 0.012 -0.039 0.75
C -4.227948 1.811321 1.366457 0.003 0.050 -0.023 0.22
F -4.514074 3.104800 1.583256 0.003 -0.017 0.006 -0.40
C -2.917418 1.378874 1.429766 0.024 0.004 0.018 -0.35
F -1.992833 2.291985 1.763189 -0.006 -0.022 -0.017 -0.24
C -2.531651 0.040283 1.215716 -0.029 -0.003 -0.005 -0.22
O -1.316765 -0.409554 1.304903 0.018 -0.022 0.036 -0.31
C -3.618537 -0.828938 0.979937 0.004 0.005 0.043 0.04
F -3.391492 -2.139362 0.778825 0.003 0.021 -0.004 -0.43
C -4.932685 -0.408524 0.928235 0.008 -0.027 0.042 0.26
F -5.909097 -1.295880 0.674480 -0.009 -0.005 -0.011 -0.39
```
Positions in Å, forces in eV/Å.

Computed properties:
E, a.u.: -3046.79054
Total charge: -1
Orbital gap, eV: 6.92
E_HOMO, eV: -4.495
ΔE to the lowest compared entry with this formula, charge and spin, kJ/mol: 0.0


Which of these has the lowest E?
C22H29Br48ClOP2


What is the E in the third record?
-3046.79054 a.u.


Among the records above, which one has the highest E?
C19H21Cl2NO5ReTe


Among the records above, which one has the lowest E?
C22H29Br48ClOP2